# C81H170F9N3O30

A 13-piece molecular cluster, C81H170F9N3O30 overall in a non-equilibrium geometry (the ωB97M-V functional and the def2-TZVPD basis, the OMol25 dataset).

```
293
Properties=species:S:1:pos:R:3:forces:R:3:mulliken_charge:R:1
C 21.94910 16.83314 26.90551 -1.22 0.50 -0.92 -0.837
O 20.71496 16.05157 26.93318 1.78 0.76 0.37 0.222
C 20.28920 16.00348 28.28963 -0.02 -0.03 0.45 -0.889
C 19.64032 14.65423 28.54903 -1.23 1.33 -0.42 -0.835
O 18.31076 14.72068 27.98909 0.12 -0.66 -0.31 0.182
C 17.74103 13.47644 27.53075 1.90 0.50 -0.62 1.588
C 17.41029 12.53209 28.62175 -0.94 0.40 0.00 -1.192
O 18.48776 11.79139 29.12464 0.17 0.20 1.01 -0.398
C 18.54154 10.39419 28.89238 -0.36 0.80 -1.58 -0.616
H 22.17211 17.14036 25.87099 -0.18 -0.42 0.22 -0.130
H 22.79376 16.30491 27.31866 0.19 -0.46 0.20 0.477
H 21.79537 17.76658 27.45723 0.06 -0.15 0.07 0.448
H 19.62710 16.88349 28.45485 0.09 -0.67 0.23 0.167
H 21.14898 16.09152 28.99476 -0.33 -0.01 -0.50 0.572
H 19.60674 14.44529 29.61104 -0.13 -0.12 0.34 0.555
H 20.24766 13.91937 28.06414 0.30 -0.72 -0.40 0.293
H 18.37931 13.00730 26.76542 0.46 -0.01 0.36 -0.454
H 16.86216 13.66762 26.95976 -0.83 0.77 0.02 -0.630
H 16.66728 11.89887 28.19190 -0.75 -0.94 -0.18 0.632
H 16.85749 13.18862 29.33657 0.68 -0.83 0.43 0.303
H 17.81763 9.76083 29.40133 -0.50 0.34 0.05 0.295
H 19.49677 10.10591 29.22441 1.26 -0.43 0.54 0.321
H 18.54543 10.21109 27.79358 -0.35 -0.14 0.52 0.138
C 20.83068 17.87296 18.68403 -1.72 -1.34 -1.14 0.225
O 21.85174 17.87490 17.70181 -1.18 0.07 0.55 -0.009
C 22.02569 19.16840 17.19078 1.57 -1.99 -1.91 -0.331
C 23.33448 19.04591 16.41199 0.38 0.68 0.14 -0.418
O 23.69251 20.36308 15.94400 -0.91 -0.24 -1.29 -0.388
C 22.96456 20.66899 14.68548 1.76 -0.44 0.64 -0.069
C 23.19364 22.10691 14.23278 -1.01 -0.50 -0.50 -0.784
O 24.45894 22.33049 13.64017 -0.37 -0.40 0.16 -0.327
C 25.41360 22.96942 14.44265 1.09 2.04 -1.51 -0.656
H 19.82439 18.21305 18.31716 0.97 0.23 -0.03 -1.013
H 21.09571 18.42876 19.53392 0.47 0.96 1.20 1.375
H 20.61946 16.84400 18.98749 0.41 -0.08 0.03 -0.340
H 22.14835 19.90225 17.90600 0.23 1.50 2.04 0.468
H 21.24357 19.49297 16.52793 -0.80 -0.10 -0.29 0.012
H 23.17894 18.34481 15.56745 0.28 0.24 0.30 0.296
H 24.15506 18.64396 17.08630 -0.93 0.62 -0.84 0.036
H 21.89342 20.45809 14.76831 0.09 0.10 0.18 0.253
H 23.40774 20.00021 13.91539 -0.40 0.31 0.25 0.264
H 22.88841 22.82166 14.99895 0.62 0.11 0.37 0.393
H 22.41090 22.26961 13.46051 0.60 -0.10 -0.02 0.369
H 25.03061 23.96323 14.73587 0.07 -0.28 0.24 0.300
H 26.32654 23.21854 13.79182 -1.32 -0.64 0.75 0.235
H 25.76364 22.44396 15.30138 -0.04 -0.76 0.68 0.260
C 16.17922 14.17090 20.24000 -2.63 0.74 1.15 0.371
O 17.47512 13.79203 20.07342 1.17 -0.02 -0.29 -0.576
C 18.37709 14.71633 20.64696 1.29 -0.76 -0.70 2.373
C 19.81343 14.13790 20.45694 -1.27 -0.49 0.65 -0.643
O 20.23056 14.22462 19.13123 -0.31 0.80 -0.50 -0.113
C 21.48300 13.62188 18.88877 -1.40 -2.83 2.10 -0.561
C 22.13313 14.25954 17.77372 0.13 1.03 -1.83 0.850
O 21.54145 13.84833 16.53786 0.55 0.43 0.26 -0.478
C 22.04422 14.75006 15.55690 -0.66 -0.78 0.14 -0.521
H 15.90297 14.19265 21.34535 0.15 -0.03 -1.06 -0.394
H 15.50280 13.45291 19.73695 0.47 0.26 0.23 0.374
H 15.90308 15.19459 19.86604 0.57 -0.66 0.00 -0.180
H 18.21862 14.79831 21.73187 -0.15 0.19 -0.10 -0.764
H 18.27266 15.71677 20.16337 0.20 -0.73 0.47 -1.023
H 19.82631 13.04426 20.73725 -0.21 0.91 0.20 0.504
H 20.43601 14.71102 21.15600 0.43 -0.07 -0.15 -0.027
H 21.29430 12.46402 18.75429 0.60 1.98 -0.02 0.178
H 22.07075 13.72916 19.80990 0.30 -0.01 -0.14 0.200
H 23.21990 14.13960 17.78708 0.16 -0.48 -0.17 0.537
H 21.98437 15.34471 17.81902 0.01 0.04 0.45 -0.799
H 21.55959 14.52078 14.61027 0.09 0.04 -0.03 0.331
H 23.10738 14.60035 15.50427 0.74 0.08 -0.43 0.370
H 21.85444 15.77166 15.86430 -0.16 0.41 -0.09 -0.008
C 16.95398 20.50698 19.93391 0.76 1.68 -0.10 -0.604
O 18.30912 20.37928 19.53090 -0.28 -0.47 -0.28 0.580
C 18.81990 21.43984 18.75382 1.34 -0.45 0.29 -0.669
C 18.20471 21.62995 17.37170 -2.03 0.60 0.80 -0.932
O 18.01486 20.37538 16.83373 0.35 -1.13 -0.39 0.147
C 17.15658 20.25400 15.70316 -0.37 -1.68 1.49 -0.524
C 15.69608 19.97339 16.12182 1.35 1.17 0.00 0.358
O 15.04060 21.23325 16.26249 -0.04 -0.55 0.23 -0.459
C 13.80018 21.19374 16.98034 1.38 -0.01 -0.73 -0.601
H 16.34916 20.84059 19.07997 -0.30 -0.66 0.11 0.568
H 16.88731 21.35106 20.65979 -0.10 -0.64 -0.18 0.177
H 16.68138 19.56647 20.39797 -0.38 0.06 -0.16 -0.430
H 19.90276 21.18993 18.70568 -0.57 0.20 -0.32 0.139
H 18.74970 22.34442 19.33662 -0.11 0.78 0.11 0.401
H 18.81038 22.22983 16.69500 0.30 0.44 0.19 0.361
H 17.18671 22.13656 17.49753 1.18 -0.31 -0.25 0.258
H 17.51944 19.33712 15.19186 -0.20 0.88 -0.10 -0.109
H 17.16864 21.15325 15.12950 0.13 0.56 -0.85 0.791
H 15.64115 19.42449 17.05020 0.16 -0.23 0.38 0.190
H 15.36986 19.34011 15.32879 -1.22 -0.23 -0.67 -0.151
H 13.94207 20.87689 18.03996 -0.18 0.38 -0.58 0.098
H 13.14573 20.51469 16.45544 -0.58 -0.34 0.09 0.325
H 13.47446 22.21324 16.81871 -0.60 0.10 0.71 0.271
C 16.99215 17.50920 18.31017 2.14 -0.54 0.29 0.636
O 16.98791 16.71659 17.12333 -1.19 0.00 0.26 -0.500
C 18.20246 16.49238 16.45518 -0.23 0.17 -0.84 0.784
C 17.89061 16.08972 14.99339 1.52 -0.31 0.40 -1.110
O 17.62004 17.25430 14.25054 -1.09 -0.02 -0.83 0.108
C 17.24664 17.02550 12.85066 1.37 0.09 1.65 -0.524
C 16.78141 18.35196 12.28295 -0.95 -0.75 -0.44 -0.721
O 15.68829 18.91723 12.99480 -0.21 0.77 -0.55 -0.295
C 14.48291 18.17928 13.10501 -0.04 -1.09 0.15 -0.752
H 17.37044 18.53544 18.10302 -0.30 -0.59 0.18 -0.226
H 17.70560 17.03516 19.07446 -1.01 0.76 -0.99 -0.847
H 15.99246 17.52372 18.74721 0.00 -0.05 -0.29 0.553
H 18.80941 15.72638 16.93912 0.01 -0.21 0.15 -0.029
H 18.77198 17.41507 16.41067 0.35 0.32 0.02 -0.135
H 17.09908 15.34473 14.98412 -0.53 0.09 -0.07 0.375
H 18.78770 15.56901 14.55213 -0.48 0.39 0.42 0.246
H 16.49148 16.21015 12.79226 0.48 0.48 -0.12 0.340
H 18.22452 16.76004 12.38898 -0.86 -0.27 -0.38 0.305
H 16.56731 18.20606 11.20537 -0.40 -0.14 0.30 0.413
H 17.57681 19.08032 12.25375 0.24 0.30 0.61 0.317
H 14.28094 17.51083 12.25018 0.43 0.09 0.11 0.348
H 13.54867 18.76487 13.18613 0.92 0.54 0.02 0.234
H 14.55600 17.57424 14.02274 -0.21 -0.11 -0.27 0.208
C 16.90381 9.01191 24.17431 1.49 1.72 -0.92 -0.752
O 16.29667 10.29232 24.05423 0.70 0.83 -0.44 -0.384
C 17.28668 11.35466 23.87899 1.35 -1.40 1.57 -0.401
C 16.64028 12.66116 23.48027 -1.49 -0.55 -0.50 0.555
O 15.86255 13.30632 24.49676 1.30 0.11 -0.49 0.132
C 14.81221 12.54789 24.98498 -0.97 -1.85 0.32 -0.715
C 13.94334 13.40358 25.88906 -1.07 -1.07 -0.35 -0.414
O 14.64564 13.83289 26.99711 1.01 -0.06 0.77 0.030
C 13.82897 14.27449 28.05056 -0.64 0.71 -0.95 -0.853
H 17.66633 9.03273 24.95517 0.12 -0.11 0.12 0.246
H 17.38990 8.75670 23.21461 -0.10 -0.13 0.34 0.285
H 16.17315 8.30790 24.41480 -1.29 -1.05 0.33 0.311
H 18.06496 11.04434 23.11771 -0.90 0.33 0.44 0.650
H 17.88450 11.41003 24.87828 -0.98 0.23 -1.43 -0.007
H 15.96901 12.39445 22.60560 0.52 0.38 0.77 0.319
H 17.35446 13.40330 23.12567 0.11 -0.21 0.17 -0.786
H 15.11665 11.61825 25.55056 0.18 1.08 -0.25 0.108
H 14.25298 12.07770 24.12750 -0.05 0.73 0.60 0.551
H 13.07970 12.78916 26.26114 0.39 0.26 -0.63 0.435
H 13.56966 14.26663 25.35429 -0.34 0.35 -0.37 -0.099
H 14.50308 14.71307 28.77215 -0.07 0.19 0.32 0.221
H 13.25452 13.45137 28.49764 0.05 0.08 -0.05 0.317
H 13.11040 15.04969 27.64092 0.57 -0.59 0.68 0.179
C 12.19416 18.65818 26.93851 0.82 -1.13 -0.89 -0.697
O 13.37372 19.28929 26.48572 0.09 -0.44 -0.19 0.094
C 13.25090 20.70023 26.36467 -1.06 -0.99 0.95 -0.283
C 12.62978 21.13144 25.08537 -1.51 0.44 1.31 -0.667
O 13.66032 21.18591 24.22561 0.67 0.57 -4.04 0.057
C 13.18617 21.54193 22.84460 1.27 -0.21 1.93 -1.174
C 14.41127 21.72304 21.99830 1.14 -1.14 0.39 0.240
O 15.11563 22.91177 22.22306 -0.91 1.21 -0.84 -0.534
C 16.30397 22.81072 22.93968 -0.30 0.14 0.65 -0.102
H 12.37768 17.55825 26.81355 -0.41 0.94 0.12 -0.206
H 11.32375 18.98077 26.37804 -0.29 -0.11 -0.37 0.398
H 12.00428 18.88237 27.96178 -0.09 0.17 1.09 0.288
H 14.24373 21.03382 26.38339 1.35 0.88 0.21 -0.221
H 12.69743 21.03712 27.22316 -0.21 0.53 0.58 0.617
H 12.12955 22.13042 25.17734 0.12 -0.57 0.10 0.458
H 11.86552 20.37882 24.83591 -0.15 0.14 -0.39 0.084
H 12.68793 22.48994 22.89306 -0.55 0.65 0.22 0.455
H 12.50219 20.76584 22.52597 0.09 -0.15 -0.32 0.410
H 14.14739 21.67151 20.94578 0.01 -0.15 -0.22 0.431
H 15.14638 20.95120 22.28311 -0.65 -0.55 -0.56 -0.106
H 16.60305 23.83330 23.13443 0.12 0.08 0.44 0.312
H 17.11896 22.32634 22.43938 0.45 -0.40 -0.81 0.069
H 16.11189 22.22155 23.82445 0.18 0.14 0.77 0.112
C 9.71942 16.20041 24.68940 0.00 0.62 -0.94 -1.150
C 10.50838 16.97890 23.64207 0.06 0.29 -0.63 -0.398
O 11.95439 16.72643 23.69278 -0.32 0.57 0.71 -0.155
C 12.75521 17.62015 23.12047 -0.88 0.42 -1.02 -0.047
O 12.39738 18.53776 22.40946 0.75 -1.08 1.01 -0.663
C 14.23635 17.23760 23.40987 0.47 0.41 0.15 0.823
F 14.35960 16.76524 24.64567 -0.18 -0.67 0.08 0.112
F 14.68778 16.34220 22.51477 -0.45 -0.22 0.23 -0.140
F 15.06343 18.26905 23.34348 -0.18 0.70 -0.39 -0.217
H 9.71789 15.16385 24.40983 0.24 -0.67 0.27 0.359
H 8.69202 16.53467 24.46629 0.18 -0.05 0.68 0.378
H 10.01703 16.35097 25.73866 -0.17 0.08 -0.54 0.242
H 10.24288 18.04642 23.63391 0.78 -0.10 0.53 0.338
H 10.22094 16.69170 22.63418 -0.22 -0.41 -0.06 0.443
C 16.97869 17.52200 26.32872 1.32 -0.31 0.15 -1.906
C 17.88392 16.84610 25.33827 -0.34 0.17 -0.67 1.489
O 18.15149 17.87285 24.30400 -0.36 -0.05 0.26 0.370
C 18.96841 17.54807 23.34206 -1.30 1.40 -0.34 -0.395
O 19.57434 16.54605 23.21424 1.33 -1.86 -0.14 -0.257
C 18.97709 18.57891 22.17300 -0.22 0.35 0.69 0.520
F 18.39266 18.02076 21.12271 -0.26 -0.45 -0.40 0.059
F 18.33670 19.72556 22.42282 -0.04 -0.06 0.39 -0.003
F 20.22206 18.87323 21.85146 0.78 0.14 -0.14 -0.203
H 16.31926 18.20705 25.84884 -0.68 0.35 -0.37 0.135
H 17.61925 18.06039 26.99770 0.12 0.62 0.58 0.460
H 16.46607 16.78751 26.90999 -0.54 -0.49 0.32 0.559
H 17.42587 15.96288 24.90305 -0.24 0.06 -0.59 -0.557
H 18.83225 16.51319 25.70558 0.51 0.05 0.56 -0.225
C 20.14360 13.59888 24.65472 0.32 -0.89 -0.98 0.783
C 21.52392 13.54922 23.98966 -0.04 -0.38 0.34 0.317
O 22.58395 13.21639 24.95882 0.59 -0.21 0.57 -0.145
C 23.05712 11.97306 24.90247 -1.40 0.16 -1.26 0.483
O 22.60334 11.11374 24.19903 0.16 -0.45 0.11 -0.537
C 24.30824 11.66603 25.70375 1.47 -0.26 1.38 0.717
F 24.41834 12.41638 26.81656 -0.36 -0.27 -0.19 -0.250
F 24.39263 10.35869 26.06414 -0.61 1.05 -0.24 -0.266
F 25.41322 11.90870 24.98562 -0.24 0.14 -0.39 -0.213
H 20.02161 14.31860 25.43350 0.28 0.44 0.60 -0.612
H 19.87128 12.58865 24.99276 0.24 0.26 0.16 0.521
H 19.40104 13.84009 23.89438 0.10 0.15 -0.21 -0.670
H 21.88052 14.45670 23.51439 -0.23 0.35 0.22 -0.866
H 21.56294 12.76195 23.24582 -0.22 -0.02 -0.17 0.762
C 16.32043 18.98117 31.24355 -0.31 -1.41 0.38 -1.616
C 15.09118 19.65767 30.68715 -0.02 1.23 0.26 1.768
C 14.43470 20.52420 31.81248 -0.31 -0.03 -0.56 -1.130
C 15.19114 21.78405 32.07376 0.96 0.63 0.55 -0.677
C 15.32849 22.63546 30.82287 -1.90 -0.62 -1.35 -1.130
C 15.96173 21.87574 29.65672 1.43 1.16 -0.61 1.932
N 15.33312 20.56441 29.53112 -0.69 -0.04 -0.76 -0.092
O 15.99314 19.87527 28.44401 -0.92 -0.34 0.31 1.030
C 15.70655 22.73336 28.33041 -0.77 -0.97 1.21 -2.170
C 17.52091 21.81236 29.85552 -0.83 -0.70 1.11 -2.062
C 14.06828 18.62762 30.30601 0.18 -1.77 -0.45 -1.804
H 16.03164 18.66909 32.26764 0.57 0.11 -0.34 0.438
H 17.16846 19.64200 31.25908 0.40 0.01 0.13 0.377
H 16.54177 18.03577 30.69958 0.15 0.78 0.14 0.104
H 13.44758 20.82178 31.45408 -0.26 -0.23 0.11 0.321
H 14.34289 19.97648 32.76853 -0.10 -0.13 -0.67 0.429
H 16.16221 21.48436 32.51026 -0.04 0.42 -0.32 0.281
H 14.71418 22.38833 32.84642 -0.15 -0.10 0.10 0.443
H 15.89619 23.54497 30.96399 -0.03 0.29 0.17 0.353
H 14.26845 22.88174 30.40439 1.51 -0.06 1.10 0.292
H 15.90060 23.79604 28.45850 0.37 0.00 0.35 0.526
H 16.28847 22.36114 27.50365 0.19 -0.19 -0.30 0.314
H 14.63752 22.66985 28.09415 0.16 -0.16 -0.09 0.396
H 17.79734 21.69247 30.93670 -0.15 0.55 -0.88 0.179
H 17.87466 20.91805 29.39342 0.31 -0.70 -0.53 0.337
H 18.03555 22.62214 29.36596 0.11 0.57 0.19 0.665
H 13.16361 19.06237 29.95373 -0.72 0.67 -0.40 0.275
H 13.77302 18.06949 31.21049 0.30 -0.08 -0.31 0.478
H 14.40439 17.89571 29.51128 -0.10 0.73 0.92 0.105
H 15.24108 19.54634 27.89935 0.60 0.29 0.35 -0.312
C 21.07330 20.32393 26.63649 -0.37 1.16 -0.59 -0.556
C 21.75006 21.26220 25.52738 -1.07 -0.01 -0.16 2.028
C 20.71865 21.88728 24.52658 -0.24 -0.28 0.11 -0.410
C 19.92869 23.09430 25.06228 0.25 -0.33 0.79 -0.448
C 20.86197 24.10289 25.67921 0.11 1.63 0.64 -1.468
C 21.82579 23.55240 26.72477 1.23 -1.39 -0.88 2.018
N 22.53606 22.40700 26.01855 0.03 -0.28 0.32 0.069
O 23.54728 21.82326 26.86540 0.01 0.49 0.17 -0.497
C 22.86060 24.60197 26.98534 -0.12 0.88 0.00 -2.223
C 21.18638 23.16079 28.03358 -0.28 -0.79 0.81 -1.353
C 22.68634 20.36501 24.68824 -1.33 0.19 0.51 -2.210
H 20.62452 19.44881 26.08801 0.77 0.51 0.86 0.058
H 20.23883 20.81445 27.18137 0.35 -0.21 -0.63 -0.339
H 21.81888 20.13110 27.43504 -0.32 -0.50 -0.78 0.459
H 21.25273 22.21247 23.57554 -0.58 -0.59 1.12 0.507
H 19.95585 21.11453 24.31439 0.54 0.14 -0.39 -0.503
H 19.08359 22.83621 25.71565 0.40 -0.30 0.13 -0.062
H 19.47325 23.55865 24.22990 -0.68 0.53 -1.06 0.565
H 20.41902 24.97191 26.23444 -0.49 -0.76 -0.62 0.387
H 21.40544 24.62618 24.85746 0.10 -0.64 0.55 0.361
H 23.64917 24.22707 27.59913 0.60 -0.36 0.44 0.440
H 23.28269 24.91285 26.02232 -0.04 0.35 0.36 0.460
H 22.37661 25.41668 27.56926 0.42 -0.17 -0.73 0.397
H 21.80896 22.55537 28.72548 -0.10 -0.03 -0.91 0.287
H 20.92801 23.98204 28.67057 -0.10 1.08 0.01 0.483
H 20.24647 22.66917 27.85701 -0.34 -0.50 0.06 0.013
H 23.34883 19.81144 25.30801 0.74 -0.38 0.67 0.648
H 23.24319 21.01181 24.03664 0.25 0.02 -0.70 0.745
H 22.07562 19.60394 24.18468 0.18 0.40 -0.36 -0.256
H 24.31762 21.80650 26.28306 -0.09 0.12 0.21 0.362
C 23.44824 17.40199 22.45672 1.19 0.23 -0.21 -0.600
C 24.51086 17.01778 21.40729 2.55 0.76 0.56 2.211
C 25.76569 17.99961 21.43244 -1.08 -0.01 -0.28 -1.288
C 26.71242 17.79918 22.62770 -0.48 -0.99 -1.00 -0.613
C 27.20201 16.31815 22.72266 1.21 1.50 0.56 -1.175
C 26.08033 15.34240 22.78029 -0.93 -0.62 -0.56 2.161
N 25.19596 15.71499 21.55397 -0.35 -1.49 1.42 -0.110
O 24.13500 14.71995 21.56978 0.36 -0.21 -0.71 -0.145
C 26.62228 13.93514 22.58301 1.05 -1.04 -0.02 -2.214
C 25.34101 15.25274 24.10381 -0.06 1.69 0.21 -1.688
C 23.89124 17.04029 20.01657 0.37 -0.09 0.83 -2.027
H 23.88760 17.57594 23.46353 -0.30 0.37 -0.76 -0.052
H 22.77006 16.57650 22.58430 -0.64 -0.18 -0.17 -0.287
H 22.97452 18.28780 21.99114 -0.16 -0.35 0.89 0.401
H 26.33041 17.96062 20.46681 -0.41 -0.45 0.71 0.425
H 25.37672 19.02372 21.44949 -0.06 0.02 0.13 0.333
H 26.24998 18.16480 23.54690 0.08 -0.17 0.05 0.233
H 27.52858 18.43642 22.36119 0.87 0.41 0.44 0.505
H 27.86170 16.21640 23.62039 -0.49 -0.05 -0.56 0.335
H 27.83982 16.08087 21.84863 -0.33 0.21 0.28 0.356
H 26.95770 13.79446 21.57111 0.45 0.07 -0.61 0.552
H 27.49362 13.76020 23.26238 -0.48 0.45 -0.52 0.392
H 26.00371 13.04808 22.77843 -0.56 0.76 0.13 0.198
H 24.43038 14.72488 23.86792 -0.43 -0.05 0.58 0.073
H 25.88057 14.83313 24.95390 0.28 -0.74 -0.54 0.557
H 25.18637 16.25970 24.49092 -0.75 0.17 -0.12 0.239
H 24.64440 16.65844 19.33350 -0.12 -0.04 -0.34 0.674
H 23.63428 18.07167 19.75650 -0.24 -0.29 -0.09 0.336
H 23.03547 16.37086 20.07862 -0.28 0.23 -0.57 -0.281
H 24.37452 14.22862 20.76961 -0.36 -0.10 0.33 0.252
```
Positions in Å, forces in eV/Å.

Its net charge is 0. The strongest force on any atom comes out at 4.14 eV/Å. The frontier orbital gap is 8.73 eV. The total energy is -177089.76744 eV.